The following is a DFT calculation (ωB97M-V/def2-TZVPD) of a 5-piece molecular cluster, H10O5 overall at a distorted geometry.

Values from the calculation:
Relative energy (zero: lowest compared OMol25 entry of this formula, charge and spin) in kcal per mole: 36.0
HOMO energy in eV: -9.92
SMILES: O.O.O.O.O
Gap between HOMO and LUMO in eV: 10.38

ORCA input file:
```
! wB97M-V def2-TZVPD RIJCOSX def2/J DEFGRID3
* xyz 0 1
H -1.33 2.46 0.57
H -2.08 1.06 0.87
H 0.53 0.90 1.20
H 1.99 1.39 0.94
H -0.95 -1.88 0.95
H 0.46 -1.37 1.02
H 0.40 -1.67 -1.62
H 1.27 -2.95 -1.05
H 0.80 0.95 -1.28
H -0.75 1.22 -1.27
O -1.80 1.69 0.19
O 1.17 1.00 0.51
O -0.46 -1.23 1.40
O 0.88 -2.08 -0.83
O -0.13 0.53 -1.60
*
```

Charges computed using natural (NBO), reported in e: 0.481, 0.498, 0.494, 0.474, 0.471, 0.506, 0.519, 0.476, 0.492, 0.490, -0.965, -0.957, -0.983, -0.992, -1.007

The following is a DFT calculation (ωB97M-V/def2-TZVPD) of a 2-piece molecular cluster, H10OS2Si4 overall at a distorted geometry.

Values from the calculation:
Relative energy (zero: lowest compared OMol25 entry of this formula, charge and spin) in kcal per mole: 50.4
HOMO energy in eV: -9.15
SMILES: [SiH3]O[Si](=S)S[SiH3].[SiH4]
Gap between HOMO and LUMO in eV: 8.29

ORCA input file:
```
! wB97M-V def2-TZVPD RIJCOSX def2/J DEFGRID3
* xyz 0 1
O -2.08 -0.07 0.44
Si -3.39 -1.03 0.25
Si 2.57 -2.22 -1.63
Si 0.98 3.35 0.70
Si -0.57 0.30 0.81
S 0.26 -0.19 2.62
S -0.20 2.00 -0.44
H -3.03 -1.58 -1.11
H -3.46 -1.99 1.34
H -4.64 -0.24 0.20
H 3.40 -1.04 -1.18
H 2.92 -2.94 -2.82
H 2.68 -3.38 -0.58
H 0.09 3.65 1.87
H 1.09 4.49 -0.10
H 2.17 2.68 1.43
H 1.22 -1.79 -1.81
*
```

Charges computed using natural (NBO), reported in e: -1.295, 1.237, 0.606, 0.760, 1.548, -0.659, -0.611, -0.194, -0.187, -0.186, -0.135, -0.154, -0.140, -0.154, -0.149, -0.110, -0.177

The following is a DFT calculation (ωB97M-V/def2-TZVPD) of a 5-piece molecular cluster, H10S5 overall.

Values from the calculation:
Relative energy (zero: lowest compared OMol25 entry of this formula, charge and spin) in kcal per mole: 2.0
HOMO energy in eV: -9.49
SMILES: S.S.S.S.S
Gap between HOMO and LUMO in eV: 9.93

ORCA input file:
```
! wB97M-V def2-TZVPD RIJCOSX def2/J DEFGRID3
* xyz 0 1
S 0.52 -1.52 -5.31
S -2.08 1.28 -3.16
S -1.97 2.83 2.86
S 3.15 -2.29 6.36
S 0.39 -0.15 -0.56
H 1.66 -0.84 -5.13
H -1.15 1.92 -2.47
H -2.94 2.68 3.76
H 3.43 -3.19 5.41
H 0.57 -0.73 -1.75
H 0.10 -0.73 -6.30
H -2.05 0.19 -2.38
H -2.31 4.08 2.54
H 1.85 -2.29 6.04
H 0.81 -1.24 0.10
*
```

Charges computed using natural (NBO), reported in e: -0.290, -0.286, -0.283, -0.282, -0.296, 0.142, 0.136, 0.142, 0.141, 0.149, 0.148, 0.151, 0.142, 0.141, 0.146

The following is a DFT calculation (ωB97M-V/def2-TZVPD) of H11LiO6 as an isolated structure at a distorted geometry.

Values from the calculation:
Relative energy (zero: lowest compared OMol25 entry of this formula, charge and spin) in kcal per mole: 34.4
HOMO energy in eV: -8.83
Gap between HOMO and LUMO in eV: 8.46

ORCA input file:
```
! wB97M-V def2-TZVPD RIJCOSX def2/J DEFGRID3
* xyz 0 1
Li 0.08 -0.65 0.07
O 0.89 0.71 1.18
H 0.68 0.21 2.06
O -2.14 -0.63 0.09
H -2.62 -0.70 -0.74
H -2.74 -0.21 0.80
O 1.81 2.23 -0.93
H 1.52 3.04 -0.72
H 1.42 1.88 -0.18
O -1.08 2.13 -0.05
H -0.36 1.81 0.53
H -1.61 1.41 -0.04
O 0.17 -2.39 1.33
H 0.53 -1.92 1.84
H 1.06 -2.79 0.89
O 0.56 -1.26 -1.83
H 1.30 -0.75 -2.12
H 0.51 -2.11 -2.18
*
```

Charges computed using natural (NBO), reported in e: 0.897, -1.338, 0.424, -0.981, 0.494, 0.506, -0.943, 0.452, 0.483, -0.976, 0.497, 0.442, -0.883, 0.432, 0.470, -0.976, 0.513, 0.487

The following is a DFT calculation (ωB97M-V/def2-TZVPD) of H11LiO6 as an isolated structure at a distorted geometry.

Values from the calculation:
Relative energy (zero: lowest compared OMol25 entry of this formula, charge and spin) in kcal per mole: 34.9
HOMO energy in eV: -10.47
Gap between HOMO and LUMO in eV: 9.02

ORCA input file:
```
! wB97M-V def2-TZVPD RIJCOSX def2/J DEFGRID3
* xyz 0 1
Li -1.83 0.38 1.82
O -0.56 0.38 0.44
H -0.02 1.18 0.01
O -1.29 -2.14 0.06
H -1.10 -1.24 0.27
H -0.42 -2.47 0.11
O 1.27 -0.47 2.65
H 1.32 0.37 3.09
H 0.88 -0.37 1.85
O 2.18 2.52 -1.32
H 2.15 1.57 -0.79
H 1.42 2.57 -2.04
O -2.52 0.28 -1.54
H -3.05 -0.19 -0.89
H -1.62 0.28 -0.94
O 1.10 -0.79 -1.31
H 0.57 -0.43 -0.65
H 1.51 -1.44 -0.80
*
```

Charges computed using natural (NBO), reported in e: 0.979, -1.390, 0.496, -0.947, 0.467, 0.459, -0.948, 0.466, 0.479, -0.975, 0.489, 0.486, -0.968, 0.439, 0.491, -0.940, 0.470, 0.449

The following is a DFT calculation (ωB97M-V/def2-TZVPD) of a 5-piece molecular cluster, H11NO4 overall.

Values from the calculation:
Relative energy (zero: lowest compared OMol25 entry of this formula, charge and spin) in kcal per mole: 17.4
HOMO energy in eV: -10.27
SMILES: N.O.O.O.O
Gap between HOMO and LUMO in eV: 10.86

ORCA input file:
```
! wB97M-V def2-TZVPD RIJCOSX def2/J DEFGRID3
* xyz 0 1
N 1.23 1.04 1.45
H 1.39 2.00 1.15
H 0.24 0.89 1.26
H 1.73 0.48 0.77
H -1.89 0.11 -1.68
H -0.44 -0.12 -1.26
O -1.03 0.55 -1.63
H -1.00 -2.29 0.24
H -2.09 -3.18 -0.38
O -1.60 -2.36 -0.53
H -0.12 -1.26 2.42
H 0.89 -2.15 1.70
O -0.05 -2.06 1.88
H 0.53 2.12 -2.01
H 1.11 3.56 -1.90
O 1.08 2.70 -1.48
*
```

Charges computed using natural (NBO), reported in e: -1.080, 0.377, 0.354, 0.350, 0.489, 0.476, -0.964, 0.495, 0.472, -0.983, 0.492, 0.482, -0.959, 0.492, 0.470, -0.965

The following is a DFT calculation (ωB97M-V/def2-TZVPD) of a 5-piece molecular cluster, H11NO4 overall at a distorted geometry.

Values from the calculation:
Relative energy (zero: lowest compared OMol25 entry of this formula, charge and spin) in kcal per mole: 36.2
<S²>: 0.7593
HOMO energy (alpha / beta) in eV: -13.96 / -13.94
Gap between HOMO and LUMO (alpha / beta) in eV: 9.59 / 2.89

ORCA input file:
```
! wB97M-V def2-TZVPD RIJCOSX def2/J DEFGRID3
* xyz 1 2
N 0.65 0.67 2.16
H 0.62 -0.17 2.76
H 0.54 1.45 2.81
H 1.54 0.62 1.66
H -0.03 -0.70 -3.83
H 0.16 0.13 -2.63
O 0.61 -0.55 -3.13
H -1.13 2.17 -1.32
H -1.20 0.86 -0.53
O -1.12 1.20 -1.44
H -2.40 -0.03 2.00
H -1.06 -0.01 1.40
O -1.97 0.20 1.15
H 1.12 -1.51 -0.80
H 2.17 -2.46 -0.31
O 1.51 -1.84 0.02
*
```

Charges computed using natural (NBO), reported in e: -0.540, 0.416, 0.423, 0.448, 0.477, 0.482, -0.962, 0.486, 0.465, -0.940, 0.505, 0.456, -0.718, 0.495, 0.494, -0.986

The following is a DFT calculation (ωB97M-V/def2-TZVPD) of a 6-piece molecular cluster, H11O5S overall at a distorted geometry.

Values from the calculation:
Relative energy (zero: lowest compared OMol25 entry of this formula, charge and spin) in kcal per mole: 48.3
HOMO energy in eV: -4.02
Gap between HOMO and LUMO in eV: 7.45

ORCA input file:
```
! wB97M-V def2-TZVPD RIJCOSX def2/J DEFGRID3
* xyz -1 1
S 0.34 0.38 -0.01
H 1.20 -0.53 -0.66
H 1.26 2.62 0.99
H 1.14 4.10 1.15
O 1.56 3.35 1.64
H -0.11 -4.42 1.77
H 0.19 -5.41 2.69
O -0.34 -5.32 1.87
H 1.87 -1.85 1.92
H 0.48 -1.56 1.02
O 1.14 -2.20 1.42
H 1.34 2.15 -3.08
H 0.77 2.56 -1.96
O 0.94 2.85 -2.79
H -3.86 1.80 -1.73
H -3.70 0.37 -1.95
O -4.22 1.11 -2.30
*
```

Charges computed using natural (NBO), reported in e: -1.049, 0.119, 0.504, 0.449, -0.969, 0.486, 0.452, -0.940, 0.475, 0.519, -1.042, 0.448, 0.476, -0.929, 0.467, 0.475, -0.942

The following is a DFT calculation (ωB97M-V/def2-TZVPD) of H12LiO6 as an isolated structure at a distorted geometry.

Values from the calculation:
Relative energy (zero: lowest compared OMol25 entry of this formula, charge and spin) in kcal per mole: 15.0
HOMO energy in eV: -15.45
Gap between HOMO and LUMO in eV: 12.09

ORCA input file:
```
! wB97M-V def2-TZVPD RIJCOSX def2/J DEFGRID3
* xyz 1 1
Li -28.17 -5.96 -16.14
O -29.85 -6.55 -15.16
H -30.15 -6.19 -14.33
H -30.58 -7.01 -15.44
O -27.08 -7.71 -14.99
H -27.71 -8.36 -14.64
H -26.21 -7.85 -14.62
O -26.31 -5.62 -17.00
H -26.06 -5.29 -17.87
H -25.43 -5.73 -16.61
O -27.54 -4.73 -14.47
H -28.07 -4.87 -13.69
H -26.61 -4.95 -14.21
O -29.28 -4.25 -16.97
H -29.40 -3.97 -16.11
H -30.07 -4.70 -17.17
O -28.77 -7.39 -17.77
H -29.22 -7.56 -18.54
H -28.72 -8.30 -17.42
*
```

Charges computed using natural (NBO), reported in e: 0.874, -0.952, 0.487, 0.488, -0.971, 0.493, 0.493, -0.957, 0.498, 0.483, -0.955, 0.479, 0.497, -0.921, 0.471, 0.474, -0.944, 0.483, 0.481

Number 1: molecular weight 90.075 g/mol. Number 2: molecular weight 202.557 g/mol. Number 3: molecular weight 170.415 g/mol. Number 4: molecular weight 114.023 g/mol. Number 5: molecular weight 114.023 g/mol. Number 6: molecular weight 89.091 g/mol. Number 7: molecular weight 89.091 g/mol. Number 8: molecular weight 123.150 g/mol. Number 9: molecular weight 115.031 g/mol.